Record 1
Density functional theory data (wB97M-V/def2-TZVPD) for a molecular structure, C6H8CeLiO6.

```
! RIJCOSX wB97M-V def2-TZVPD def2/J DEFGRID3
* xyz 1 3
O 0.021 0.549 -2.793
C -1.900 -1.540 0.207
C -0.540 0.011 -1.815
O -2.800 -0.872 0.748
O -2.028 -1.731 -1.108
C -0.883 -1.457 -1.910
H -1.099 0.667 -1.119
H 0.563 -1.472 1.830
H -0.005 -1.996 -1.533
H -1.162 -1.707 -2.943
Li 1.356 1.855 -2.285
Ce -2.340 -2.150 2.769
O 0.794 2.030 1.217
C 1.299 2.120 -0.033
C 1.073 0.871 1.997
O 0.793 3.010 -0.757
O 2.088 1.247 -0.463
C 0.500 -0.438 1.452
H 0.783 1.155 3.015
H 2.164 0.787 2.095
H 1.449 -0.868 1.075
H -0.127 -0.071 0.355
*
```

Output
E_HOMO (alpha / beta) in eV: -11.12 / -11.82
Frontier orbital gap (alpha / beta) in Ha: 0.22736 / 0.24857

Record 2
Density functional theory data (wB97M-V/def2-TZVPD) for 11 unconnected molecules or ions with the total composition C34H78NO14.

```
! RIJCOSX wB97M-V def2-TZVPD def2/J DEFGRID3
* xyz 0 2
C 0.487 0.496 2.586
C -0.226 1.909 2.652
C -0.520 2.527 1.226
O 0.404 2.873 0.537
O -1.864 2.664 0.902
C -2.220 1.892 -0.286
C -2.445 0.408 0.177
C -2.891 -0.610 -0.960
C -1.921 -0.452 -2.216
C -0.471 -1.023 -1.998
C 0.507 0.212 -1.742
O -0.134 -1.681 -3.244
C 1.081 -2.424 -3.130
C 0.786 -3.770 -2.355
C 1.656 -4.027 -1.193
C 1.430 -5.221 -0.386
C 0.339 -6.116 -0.747
C -0.505 -5.859 -1.921
C -0.299 -4.659 -2.754
C -2.855 -2.060 -0.323
C -4.166 -2.522 0.412
C -4.037 -4.119 0.529
C -4.280 -2.032 1.915
N -5.372 -2.288 -0.407
O -6.437 -2.845 0.061
C -5.567 -0.897 -0.844
C -6.666 -0.969 -2.015
C -6.256 0.045 0.261
C -4.327 -0.172 -1.473
H 1.416 0.467 3.201
H 0.662 0.209 1.519
H -0.218 -0.262 3.020
H -1.176 1.871 3.254
H 0.449 2.626 3.199
H -3.137 2.391 -0.702
H -1.415 2.031 -1.051
H -3.200 0.456 1.015
H -1.487 0.040 0.633
H -1.901 0.585 -2.635
H -2.391 -1.095 -3.021
H -0.346 -1.684 -1.103
H 0.407 1.011 -2.516
H 0.182 0.619 -0.741
H 1.570 -0.124 -1.578
H 1.378 -2.695 -4.187
H 1.949 -1.861 -2.703
H 2.472 -3.299 -0.948
H 2.092 -5.364 0.505
H 0.184 -7.009 -0.089
H -1.348 -6.546 -2.186
H -0.951 -4.431 -3.634
H -1.971 -2.089 0.379
H -2.648 -2.804 -1.146
H -4.763 -4.461 1.310
H -3.012 -4.311 0.952
H -4.196 -4.628 -0.451
H -4.439 -0.933 2.030
H -3.303 -2.292 2.415
H -5.070 -2.609 2.473
H -6.625 -0.028 -2.622
H -7.681 -1.183 -1.596
H -6.298 -1.792 -2.699
H -6.656 -0.558 1.122
H -5.547 0.809 0.673
H -7.131 0.570 -0.211
H -4.351 -0.386 -2.585
H -4.518 0.936 -1.396
C 1.627 4.541 5.494
O 1.145 3.510 6.352
H 0.872 4.745 4.737
H 1.812 5.448 6.073
H 2.549 4.214 5.007
H 1.827 3.346 7.012
C 2.367 7.315 2.662
O 3.075 7.203 3.896
H 2.097 6.316 2.321
H 1.459 7.905 2.812
H 3.004 7.792 1.916
H 3.302 8.097 4.175
C 5.550 9.175 0.174
O 5.077 8.151 1.038
H 4.792 9.371 -0.582
H 5.736 10.088 0.745
H 6.472 8.851 -0.316
H 5.765 7.995 1.698
C 4.699 0.729 -1.090
O 4.407 -0.245 -2.081
H 4.189 0.456 -0.167
H 5.775 0.762 -0.915
H 4.345 1.708 -1.423
H 4.868 0.021 -2.884
C -6.050 -7.442 1.661
O -5.831 -7.188 0.280
H -5.106 -7.742 2.113
H -6.413 -6.536 2.153
H -6.779 -8.247 1.781
H -6.677 -6.924 -0.098
C 0.320 -9.179 -4.100
O 1.594 -8.773 -3.620
H 0.461 -9.853 -4.943
H -0.224 -9.701 -3.308
H -0.247 -8.304 -4.429
H 1.444 -8.178 -2.876
C 8.043 2.868 -0.309
O 7.752 1.892 -1.303
H 7.533 2.591 0.612
H 9.121 2.905 -0.128
H 7.690 3.849 -0.636
H 8.213 2.159 -2.107
C 7.743 -1.678 -1.985
O 9.017 -1.269 -1.508
H 7.881 -2.356 -2.827
H 7.202 -2.196 -1.190
H 7.175 -0.804 -2.315
H 8.862 -0.672 -0.767
C -9.676 1.361 -2.432
O -8.409 1.790 -1.948
H -9.518 0.695 -3.280
H -10.212 0.822 -1.646
H -10.263 2.224 -2.756
H -8.572 2.375 -1.201
C 7.627 6.891 4.465
O 7.796 7.748 3.340
H 6.564 6.695 4.597
H 8.149 5.946 4.294
H 8.020 7.374 5.363
H 8.741 7.907 3.242
*
```

Output
E_HOMO (alpha / beta) in eV: -8.32 / -8.96
Frontier orbital gap (alpha / beta) in Ha: 0.31758 / 0.34061